1.
Entry from the Open Molecules 2025 dataset: an isolated molecule of C8H12 (ωB97M-V/def2-TZVPD).

Calculated values
HOMO level   -8.51 eV
Structure (SMILES)   C=C[C@@]1(C)[C@H]2C[C@]21C
Frontier orbital gap   0.3519 Eh
Strongest force on any atom   0.084 hartree/bohr
M   108.2 g mol⁻¹
Energy relative to the best compared isomer or geometry (same formula, charge and spin)   66.1 kcal per mole

The geometry in XYZ format:
```
20
Properties=species:S:1:pos:R:3:nbo_charge:R:1
C 0.194 2.680 0.035 -0.403
C 0.894 1.526 -0.019 -0.173
C 0.238 0.225 0.461 -0.056
C 1.011 -0.410 1.607 -0.625
C -1.122 -0.097 0.280 -0.255
C -1.368 0.156 -1.122 -0.394
C -0.247 -0.782 -0.703 -0.010
C -0.034 -2.201 -0.951 -0.626
H 0.868 3.676 -0.135 0.190
H -0.877 2.839 -0.082 0.210
H 1.955 1.485 -0.056 0.201
H 0.519 -1.291 2.137 0.223
H 1.065 0.391 2.419 0.219
H 2.064 -0.593 1.228 0.220
H -1.736 -0.403 1.146 0.221
H -2.154 -0.447 -1.567 0.203
H -1.156 1.117 -1.716 0.207
H 0.816 -2.524 -1.533 0.218
H -0.916 -2.571 -1.433 0.217
H -0.014 -2.776 0.003 0.211
```


2.
Entry from the Open Molecules 2025 dataset: a cluster of 2 separate species, C5H7NO in total (ωB97M-V/def2-TZVPD).

Calculated values
HOMO level   -9.58 eV
Frontier orbital gap   0.3752 Eh
Strongest force on any atom   0.039 hartree/bohr
M   97.1 g mol⁻¹
Energy relative to the best compared isomer or geometry (same formula, charge and spin)   47.9 kcal per mole

The geometry in XYZ format:
```
14
Properties=species:S:1:pos:R:3:nbo_charge:R:1
C 1.654 0.596 -0.491 -0.682
C 0.187 0.711 -0.112 0.247
N -0.532 1.601 -0.668 -0.589
C -0.358 -0.034 1.051 -0.263
C -1.512 -0.705 1.013 -0.377
C -0.474 -1.367 -1.323 0.511
O 0.350 -2.148 -1.356 -0.519
H 2.143 -0.331 -0.171 0.222
H 2.157 1.439 -0.009 0.238
H 1.798 0.703 -1.572 0.243
H -1.476 1.522 -0.282 0.331
H 0.227 0.056 1.961 0.219
H -2.182 -0.641 0.160 0.211
H -1.859 -1.312 1.836 0.209
```


3.
Entry from the Open Molecules 2025 dataset: an isolated molecule of C27H34N4O4S (ωB97M-V/def2-TZVPD).

Calculated values
HOMO level   -8.11 eV
Structure (SMILES)   CCN(CC)CCNC(=O)c1cn(CC)c2ccc(S(=O)(=O)N3CCc4ccccc4C3)cc2c1=O
Frontier orbital gap   0.2921 Eh
Strongest force on any atom   0.020 hartree/bohr
M   510.7 g mol⁻¹
Energy relative to the best compared isomer or geometry (same formula, charge and spin)   0.0 kcal per mole

The geometry in XYZ format:
```
70
Properties=species:S:1:pos:R:3:nbo_charge:R:1
C -6.243 -0.909 -0.516 -0.621
C -6.211 0.615 -0.576 -0.205
N -5.537 1.182 0.576 -0.467
C -5.933 2.535 0.904 -0.195
C -5.624 3.598 -0.159 -0.636
C -4.109 0.939 0.609 -0.226
C -3.757 -0.091 1.700 -0.226
N -2.366 -0.464 1.641 -0.616
C -1.936 -1.451 0.842 0.668
O -2.672 -2.186 0.199 -0.669
C -0.448 -1.611 0.784 -0.328
C 0.013 -2.684 0.088 0.143
N 1.310 -2.969 -0.140 -0.378
C 1.641 -4.208 -0.820 -0.204
C 2.039 -5.297 0.173 -0.619
C 2.278 -2.102 0.312 0.283
C 3.644 -2.302 0.051 -0.280
C 4.570 -1.350 0.412 -0.156
C 4.167 -0.201 1.077 -0.367
S 5.334 1.144 1.309 2.335
O 5.040 1.801 2.544 -0.931
O 6.656 0.642 1.076 -0.943
N 5.009 2.235 0.094 -0.660
C 5.435 1.903 -1.241 -0.229
C 4.467 0.954 -1.960 -0.471
C 3.027 1.170 -1.571 0.067
C 2.039 0.407 -2.185 -0.240
C 0.707 0.563 -1.851 -0.209
C 0.342 1.502 -0.900 -0.213
C 1.316 2.254 -0.272 -0.193
C 2.659 2.085 -0.587 -0.066
C 3.717 2.874 0.141 -0.263
C 2.854 -0.032 1.433 -0.108
C 1.890 -0.964 1.045 -0.218
C 0.486 -0.677 1.374 0.600
O 0.177 0.289 2.070 -0.645
H -5.243 -1.330 -0.578 0.222
H -6.829 -1.295 -1.347 0.206
H -6.701 -1.232 0.415 0.207
H -5.740 0.927 -1.526 0.159
H -7.238 0.990 -0.572 0.192
H -7.011 2.525 1.094 0.191
H -5.436 2.803 1.840 0.189
H -6.175 3.397 -1.074 0.204
H -5.910 4.580 0.208 0.212
H -4.562 3.613 -0.392 0.201
H -3.756 0.549 -0.353 0.191
H -3.559 1.863 0.815 0.186
H -3.977 0.320 2.686 0.198
H -4.353 -0.991 1.546 0.224
H -1.661 0.141 2.055 0.436
H -0.720 -3.365 -0.326 0.243
H 2.442 -4.027 -1.540 0.206
H 0.758 -4.529 -1.377 0.217
H 1.217 -5.497 0.857 0.219
H 2.904 -4.995 0.757 0.216
H 2.278 -6.213 -0.359 0.222
H 3.987 -3.189 -0.457 0.221
H 5.620 -1.475 0.194 0.248
H 6.425 1.454 -1.153 0.241
H 5.524 2.842 -1.796 0.203
H 4.570 1.084 -3.040 0.226
H 4.730 -0.083 -1.734 0.219
H 2.326 -0.316 -2.936 0.208
H -0.047 -0.043 -2.332 0.217
H -0.696 1.634 -0.639 0.221
H 1.039 2.969 0.487 0.218
H 3.461 2.999 1.194 0.244
H 3.813 3.874 -0.305 0.217
H 2.539 0.823 2.011 0.263
```


Taking the records one at a time from the top gives E_tot values of -311.88110 -324.64815 -1967.47539 hartree.